[1]
Density functional theory data (ωB97M-V/def2-TZVPD) for a molecular structure, C27H25Br2FN2OSe2Te2W in a non-equilibrium geometry.

Cartesian coordinates (Å):
W  -0.04  0.00  -1.60
C  4.46  1.34  -0.91
C  3.50  0.59  -0.01
C  4.37  -0.23  0.95
C  2.48  1.33  0.88
C  2.89  2.46  1.78
C  2.00  2.99  2.61
C  0.73  2.47  2.81
C  0.28  1.37  2.05
C  -1.14  0.75  2.43
C  -1.16  -0.71  2.78
C  -2.25  1.07  1.42
C  1.18  0.86  1.06
N  0.81  -0.20  0.20
C  1.19  -1.44  0.74
C  1.63  -1.69  2.09
C  1.69  -3.08  2.43
C  1.67  -4.03  1.51
C  1.53  -3.76  0.13
C  1.29  -2.48  -0.19
F  1.01  -2.10  -1.50
H  5.08  0.56  -1.40
H  5.01  2.03  -0.29
H  4.00  1.99  -1.67
H  2.93  -0.11  -0.66
H  4.88  0.48  1.71
H  5.05  -0.93  0.43
H  3.77  -0.75  1.67
H  3.93  2.79  1.83
H  2.39  3.78  3.35
H  0.03  2.90  3.49
H  -1.43  1.29  3.42
H  -2.12  -1.03  3.18
H  -0.44  -1.03  3.46
H  -1.03  -1.37  1.82
H  -1.79  0.97  0.43
H  -2.50  2.12  1.51
H  -3.15  0.45  1.67
H  1.58  -0.91  2.77
H  1.72  -3.34  3.51
H  1.77  -5.09  1.76
H  1.61  -4.50  -0.70
Br  -3.45  -3.63  -0.08
C  -3.73  -2.08  -1.14
C  -5.01  -1.79  -1.54
C  -5.24  -0.75  -2.41
Br  -6.94  -0.39  -3.19
C  -4.26  0.16  -2.71
C  -4.36  1.25  -3.59
C  -3.34  2.15  -3.75
C  -2.15  1.93  -3.08
N  -1.95  0.89  -2.30
C  -3.01  -0.04  -2.13
C  -2.72  -1.16  -1.36
O  -1.44  -1.18  -0.98
H  -5.84  -2.51  -1.37
H  -5.37  1.43  -3.93
H  -3.52  2.97  -4.38
H  -1.23  2.51  -3.08
Se  -0.06  -0.85  -3.89
Te  2.13  0.12  -3.32
Te  1.62  2.77  -3.49
Se  0.48  2.41  -1.23

Output
total energy	-11881.94221	Ha
gap between HOMO and LUMO (alpha / beta)	0.1901 / 0.1903	hartree
net charge	+2
HOMO energy (alpha / beta)	-13.77 / -13.78	eV
strongest force on any atom	0.092	hartree/bohr

***

[2]
Density functional theory data (ωB97M-V/def2-TZVPD) for a molecular structure, C15H33MgNO8S3 in a non-equilibrium geometry.

Cartesian coordinates (Å):
Mg  -1.99  0.21  -1.90
C  -0.35  1.17  0.79
O  -0.30  -0.03  0.56
O  -1.55  1.50  0.75
O  -0.03  1.63  -0.33
C  5.06  -3.22  1.58
C  5.44  -4.20  2.61
N  5.74  -4.93  3.47
H  5.96  -2.63  1.35
H  4.07  -2.78  1.69
H  4.96  -3.90  0.73
C  -7.77  -1.22  -0.26
S  -6.42  -2.49  -0.27
O  -5.27  -1.91  -1.08
C  -6.00  -2.42  1.53
H  -8.78  -1.57  -0.06
H  -7.80  -0.75  -1.24
H  -7.48  -0.38  0.37
H  -5.65  -3.43  1.78
H  -6.89  -2.26  2.14
H  -5.24  -1.66  1.69
C  -0.34  -6.83  1.77
S  -0.74  -7.55  0.16
O  -2.15  -8.08  0.22
C  -0.74  -6.03  -0.91
H  0.33  -7.45  2.35
H  -1.20  -6.79  2.44
H  0.19  -5.88  1.87
H  -0.99  -6.23  -1.95
H  0.16  -5.42  -0.77
H  -1.46  -5.34  -0.47
C  2.23  0.80  -6.06
S  0.77  -0.16  -6.59
O  -0.11  -0.23  -5.38
C  -0.12  0.89  -7.81
H  2.67  0.26  -5.22
H  2.03  1.84  -5.83
H  2.96  0.72  -6.87
H  0.66  1.10  -8.54
H  -0.40  1.89  -7.46
H  -0.86  0.23  -8.25
C  5.20  2.72  3.14
C  6.33  2.42  2.30
O  7.33  1.89  2.79
C  6.11  2.52  0.83
H  4.14  2.47  3.02
H  5.21  3.81  3.11
H  5.41  2.52  4.19
H  7.00  2.55  0.20
H  5.47  3.33  0.49
H  5.54  1.62  0.59
C  -0.73  7.01  2.90
C  -2.24  6.81  3.31
O  -2.61  6.76  4.48
C  -3.20  6.56  2.16
H  -0.60  6.31  2.08
H  0.00  6.68  3.64
H  -0.52  8.00  2.50
H  -3.67  5.58  2.20
H  -2.84  6.62  1.13
H  -3.91  7.37  2.31

Output
total energy	-2642.13769	Ha
gap between HOMO and LUMO	0.1412	hartree
net charge	0
HOMO energy	-6.94	eV
strongest force on any atom	0.158	hartree/bohr
energy relative to the best compared isomer or geometry (same formula, charge and spin)	1153.8	kJ/mol

***

[3]
Density functional theory data (ωB97M-V/def2-TZVPD) for C23H33ClN2O5 in the gas phase.

Cartesian coordinates (Å):
C  -5.21  -2.92  1.58
H  -4.88  -2.39  2.46
H  -5.33  -3.97  1.82
H  -6.16  -2.52  1.26
C  -4.18  -2.77  0.45
C  -4.62  -3.53  -0.79
H  -3.91  -3.37  -1.60
H  -4.66  -4.60  -0.57
H  -5.60  -3.20  -1.11
C  -2.80  -3.23  0.93
H  -2.11  -3.29  0.09
H  -2.40  -2.53  1.66
H  -2.88  -4.21  1.39
O  -4.18  -1.34  0.18
C  -3.34  -0.81  -0.71
O  -2.52  -1.42  -1.38
N  -3.56  0.52  -0.82
H  -4.19  0.93  -0.16
C  -2.66  1.38  -1.56
H  -3.24  2.20  -1.98
H  -2.25  0.77  -2.37
C  -1.51  1.91  -0.69
C  -2.00  2.96  0.32
C  -0.85  3.39  1.24
H  -0.63  2.57  1.93
H  -1.19  4.23  1.85
C  0.41  3.80  0.46
C  1.67  2.98  0.72
O  2.77  3.51  0.66
N  1.52  1.67  0.97
H  0.61  1.23  1.00
C  2.65  0.80  1.18
H  3.53  1.45  1.24
H  2.54  0.28  2.14
C  2.86  -0.22  0.04
C  4.31  -0.60  -0.05
C  5.03  -0.37  -1.22
C  6.36  -0.71  -1.32
C  7.00  -1.30  -0.23
C  6.30  -1.54  0.94
C  4.97  -1.19  1.02
H  4.43  -1.37  1.94
H  6.80  -1.99  1.78
Cl  8.66  -1.74  -0.35
H  6.91  -0.53  -2.23
H  4.54  0.09  -2.07
H  2.57  0.27  -0.90
C  2.01  -1.50  0.21
H  2.14  -1.88  1.23
C  0.53  -1.25  -0.02
O  -0.18  -0.65  0.76
O  0.11  -1.75  -1.16
H  -0.86  -1.60  -1.30
H  2.34  -2.24  -0.50
C  0.15  3.81  -1.05
C  -0.38  2.48  -1.57
H  0.43  1.76  -1.63
H  -0.75  2.63  -2.59
H  1.08  4.06  -1.57
H  -0.56  4.61  -1.28
H  0.69  4.82  0.74
H  -2.80  2.54  0.93
H  -2.40  3.82  -0.21
H  -1.14  1.06  -0.12

Output
total energy	-1842.24946	Ha
gap between HOMO and LUMO	0.3487	hartree
SMILES	CC(C)(C)OC(=O)NC[C@H]1CC[C@H](C(=O)NC[C@H](CC(=O)O)c2ccc(Cl)cc2)CC1
net charge	0
HOMO energy	-8.91	eV
strongest force on any atom	0.014	hartree/bohr
energy relative to the best compared isomer or geometry (same formula, charge and spin)	0.0	kJ/mol

***

[4]
Density functional theory data (ωB97M-V/def2-TZVPD) for a gas-phase ion, C4H7FNO4S (charge -1) in a non-equilibrium geometry.

Cartesian coordinates (Å):
C  -1.73  0.70  -1.85
C  -0.56  -0.08  -1.26
N  0.65  0.71  -1.63
O  1.71  0.06  -1.48
O  0.49  1.89  -2.00
H  -2.60  0.01  -1.90
H  -1.99  1.54  -1.19
H  -1.56  1.14  -2.84
H  -0.48  -1.10  -1.63
F  2.62  -1.46  2.85
S  1.53  -0.26  2.63
C  0.47  -1.03  1.38
C  -0.46  -0.36  0.52
O  0.89  -0.17  3.92
O  2.22  0.90  2.09
H  0.60  -2.12  1.31
H  -1.26  -1.13  0.42
H  -0.56  0.75  0.67

Output
total energy	-1010.25022	Ha
gap between HOMO and LUMO	0.2445	hartree
SMILES	C[C@H](CC=[S@](=O)([O-])F)[N+](=O)[O-]
net charge	-1
HOMO energy	-3.08	eV
strongest force on any atom	0.069	hartree/bohr
energy relative to the best compared isomer or geometry (same formula, charge and spin)	416.7	kJ/mol

***

[5]
Density functional theory data (ωB97M-V/def2-TZVPD) for C4H9NO2 in the gas phase in a non-equilibrium geometry.

Cartesian coordinates (Å):
C  -2.03  -0.88  -0.25
C  -0.59  -0.48  -0.54
O  -0.74  1.01  -1.27
C  0.14  -0.25  0.78
N  1.59  -0.14  0.72
C  2.21  0.92  0.17
O  1.65  1.89  -0.32
H  -2.10  -1.90  0.15
H  -2.61  -0.85  -1.17
H  -2.50  -0.20  0.48
H  -0.23  -0.13  -1.65
H  0.08  1.48  -1.01
H  -0.25  0.68  1.23
H  -0.08  -1.06  1.50
H  2.15  -0.94  0.97
H  3.31  0.85  0.21

Output
total energy	-362.94897	Ha
gap between HOMO and LUMO	0.3459	hartree
SMILES	C[C@@H](O)CNC=O
net charge	0
HOMO energy	-8.71	eV
strongest force on any atom	0.053	hartree/bohr
energy relative to the best compared isomer or geometry (same formula, charge and spin)	358.6	kJ/mol

***

[6]
Density functional theory data (ωB97M-V/def2-TZVPD) for 2 unconnected molecules or ions with the total composition C4H7NO3 in a non-equilibrium geometry.

Cartesian coordinates (Å):
C  0.07  1.87  0.10
C  -0.99  2.09  0.88
C  1.61  -0.87  -0.23
C  0.19  -0.75  0.17
N  -0.77  -0.98  -0.68
O  -2.06  -0.75  -0.32
O  1.00  1.99  -0.59
O  -0.61  -1.37  -1.83
H  -1.74  1.31  0.97
H  -2.57  -0.67  -1.08
H  -0.99  2.96  1.59
H  1.62  -1.40  -1.11
H  2.03  0.09  -0.54
H  2.27  -1.22  0.53
H  -0.13  -0.66  1.14

Output
total energy	-436.91200	Ha
gap between HOMO and LUMO	0.3416	hartree
SMILES	C/C=[N+](\[O-])O.C=C=O
net charge	0
HOMO energy	-8.76	eV
strongest force on any atom	0.084	hartree/bohr
energy relative to the best compared isomer or geometry (same formula, charge and spin)	607.5	kJ/mol

***

[7]
Density functional theory data (ωB97M-V/def2-TZVPD) for 2 unconnected molecules or ions with the total composition ClNO3S in a non-equilibrium geometry.

Cartesian coordinates (Å):
N  2.23  0.29  0.13
O  1.71  -0.67  0.63
O  -1.10  -1.14  -0.63
O  -2.59  0.60  0.26
S  -1.50  -0.31  0.51
Cl  1.26  1.22  -0.90

Output
total energy	-1138.74813	Ha
gap between HOMO and LUMO	0.3470	hartree
net charge	0
HOMO energy	-10.89	eV
strongest force on any atom	0.080	hartree/bohr
energy relative to the best compared isomer or geometry (same formula, charge and spin)	32.3	kJ/mol